Record 1
{"formula": "C25H27N4O2PRhS", "method": "the ωB97M-V functional and the def2-TZVPD basis", "homo_lumo_gap_ha": [0.2628, 0.2436], "spin_multiplicity": 5, "lumo_ev": [-3.127, -4.425], "charge": 1, "s_squared": 6.014, "species": ["Rh", "O", "C", "O", "C", "C", "C", "C", "C", "C", "S", "H", "H", "H", "H", "C", "C", "C", "C", "N", "C", "C", "C", "C", "C", "C", "N", "H", "H", "H", "H", "H", "H", "H", "H", "C", "P", "C", "C", "H", "H", "H", "H", "H", "H", "H", "H", "H", "N", "C", "C", "C", "C", "C", "N", "H", "H", "H", "H", "H", "H"], "coordinates": [[9.004, 13.053, 7.175], [7.833, 9.153, 7.881], [8.184, 9.971, 7.043], [7.767, 11.251, 7.066], [9.266, 9.691, 6.011], [10.145, 8.601, 6.168], [11.179, 8.414, 5.195], [11.308, 9.340, 4.154], [10.474, 10.410, 4.012], [9.481, 10.575, 4.960], [8.474, 11.969, 4.811], [9.896, 7.822, 6.849], [11.802, 7.557, 5.312], [12.051, 9.314, 3.375], [10.570, 11.107, 3.171], [12.878, 10.631, 7.359], [13.663, 11.237, 6.424], [13.175, 12.397, 5.863], [12.045, 12.997, 6.356], [11.244, 12.380, 7.221], [11.629, 11.199, 7.726], [11.610, 14.325, 5.858], [12.431, 15.232, 5.220], [11.976, 16.468, 4.860], [10.785, 16.874, 5.393], [10.013, 15.940, 6.058], [10.372, 14.667, 6.225], [13.131, 9.660, 7.767], [14.572, 10.716, 6.050], [13.699, 12.926, 5.082], [10.907, 10.708, 8.421], [13.482, 14.954, 4.976], [12.643, 17.111, 4.289], [10.410, 17.835, 5.162], [9.005, 16.130, 6.423], [6.560, 15.807, 7.892], [6.684, 13.997, 7.489], [5.678, 13.683, 6.013], [5.747, 13.168, 8.831], [5.582, 16.011, 8.328], [6.699, 16.331, 6.917], [7.315, 16.151, 8.578], [4.677, 14.096, 6.059], [5.655, 12.638, 5.778], [6.184, 14.170, 5.162], [4.795, 13.670, 9.008], [6.222, 13.246, 9.806], [5.639, 12.094, 8.565], [7.971, 11.248, 10.296], [9.097, 11.979, 10.527], [9.766, 11.896, 11.777], [10.823, 12.723, 11.982], [11.372, 13.517, 10.992], [10.650, 13.593, 9.823], [9.528, 12.835, 9.566], [7.886, 10.316, 10.746], [7.735, 11.145, 9.343], [9.261, 11.324, 12.576], [11.238, 12.708, 12.971], [12.220, 14.126, 11.150], [10.863, 14.230, 8.998]], "forces_ev_per_a": [[-0.02, 0.48, 0.65], [0.28, 0.65, -0.87], [0.37, 0.49, 0.79], [0.03, -1.63, -0.30], [0.43, -0.71, 0.62], [0.18, 0.51, -2.60], [-1.59, 0.94, 1.15], [0.74, -0.50, -0.09], [-0.50, 0.31, 0.10], [-0.40, 0.39, 0.25], [-0.59, 0.90, 0.16], [0.11, -0.25, 0.77], [0.47, -0.37, -0.23], [0.48, -0.74, 0.09], [-0.01, -0.30, 0.41], [-1.67, -0.60, 1.25], [0.56, -0.76, -0.89], [0.99, 0.91, -0.21], [-0.11, -0.30, -0.82], [-0.19, -0.91, 0.40], [0.48, 0.11, -0.33], [-0.21, -0.16, 0.84], [1.87, -1.40, -0.59], [0.94, 0.46, 0.22], [-0.75, -0.28, -0.38], [-0.90, -0.43, -0.07], [0.00, 0.56, 0.21], [0.10, 0.11, 0.09], [-0.71, 0.70, 0.35], [0.25, -0.22, -0.09], [0.82, 0.37, -0.63], [-1.03, 0.18, 0.15], [-0.39, 0.06, 0.11], [-0.42, 0.85, 0.13], [0.24, 0.43, -0.11], [-0.46, -0.52, -1.28], [0.62, -0.08, 0.70], [0.34, 1.26, -0.50], [0.02, -0.16, -0.05], [-0.03, 0.21, -0.24], [-0.30, -0.10, 0.76], [0.39, -0.14, 0.25], [-0.24, -0.05, 0.17], [-0.04, -0.65, 0.15], [-0.14, -0.09, 0.23], [-0.29, -0.22, -0.49], [0.53, -0.13, -0.12], [-0.13, 0.76, 0.22], [0.15, -1.23, 1.01], [0.63, 0.35, -0.14], [-1.59, 0.09, -0.42], [0.45, -0.80, 1.11], [-1.24, 0.29, -1.12], [-1.24, -1.27, 0.29], [0.45, -0.07, 0.68], [0.25, 1.22, -0.16], [-0.42, 0.04, -1.30], [0.67, 0.27, -0.46], [0.43, 0.12, 0.30], [0.71, 0.50, 0.17], [0.63, 0.56, -0.29]], "mulliken_spin": [2.3885, 0.0550, -0.0253, 0.1835, 0.0858, -0.0079, 0.0196, -0.0081, 0.0008, -0.0657, 0.9885, 0.0014, 0.0007, -0.0004, -0.0084, -0.0006, 0.0003, -0.0015, 0.0215, 0.0295, -0.0008, 0.0030, -0.0012, 0.0017, 0.0007, 0.0067, 0.0715, 0.0019, -0.0001, 0.0004, 0.0089, 0.0012, -0.0002, 0.0003, 0.0052, 0.0108, 0.1668, -0.0076, -0.0006, 0.0019, 0.0025, -0.0023, 0.0031, -0.0043, 0.0021, 0.0020, 0.0015, -0.0011, 0.0009, 0.0101, 0.0044, -0.0021, 0.0054, 0.0178, 0.0612, -0.0006, -0.0091, 0.0016, -0.0003, 0.0007, -0.0215]}

=====

Record 2
{"formula": "C29H36AuN3O5S", "method": "the ωB97M-V functional and the def2-TZVPD basis", "homo_lumo_gap_ha": [0.2122, 0.1989], "lumo_ev": [-7.595, -7.933], "charge": 2, "species": ["Au", "C", "O", "C", "C", "C", "C", "C", "C", "N", "C", "N", "C", "C", "C", "C", "C", "C", "O", "C", "N", "C", "C", "C", "C", "C", "C", "O", "C", "H", "H", "H", "H", "H", "H", "H", "H", "H", "H", "H", "H", "H", "H", "H", "H", "H", "H", "H", "H", "H", "H", "C", "C", "C", "O", "H", "H", "H", "H", "H", "H", "O", "S", "C", "C", "C", "C", "H", "H", "H", "H", "H", "H", "H", "H"], "coordinates": [[0.393, -0.146, 0.413], [1.617, -1.636, -5.130], [2.382, -1.651, -3.918], [3.516, -2.397, -3.920], [3.930, -3.181, -4.986], [5.131, -3.878, -4.913], [5.927, -3.803, -3.782], [5.503, -3.039, -2.707], [4.302, -2.347, -2.768], [3.919, -1.505, -1.670], [2.693, -1.447, -1.135], [1.923, -2.505, -1.302], [0.517, -2.631, -1.208], [-0.320, -1.750, -0.573], [-1.694, -1.926, -0.543], [-2.230, -3.033, -1.171], [-1.405, -3.957, -1.809], [-0.036, -3.758, -1.826], [0.865, -4.574, -2.411], [0.369, -5.755, -3.059], [2.361, -0.397, -0.342], [2.919, 0.840, -0.512], [2.947, 1.439, -1.811], [3.468, 2.672, -2.008], [3.985, 3.397, -0.897], [3.966, 2.867, 0.361], [3.446, 1.583, 0.597], [3.585, 1.176, 1.842], [3.114, -0.079, 2.362], [0.781, -0.969, -4.953], [1.240, -2.633, -5.365], [2.214, -1.263, -5.964], [3.332, -3.236, -5.886], [5.447, -4.479, -5.758], [6.866, -4.339, -3.733], [6.104, -2.976, -1.803], [4.612, -0.875, -1.300], [2.359, -3.282, -1.788], [-2.346, -1.213, -0.044], [-3.302, -3.180, -1.168], [-1.838, -4.822, -2.293], [1.234, -6.259, -3.466], [-0.318, -5.490, -3.862], [-0.131, -6.404, -2.341], [2.517, 0.879, -2.634], [3.479, 3.107, -2.999], [4.399, 4.388, -1.049], [4.366, 3.405, 1.211], [3.490, -0.123, 3.376], [3.493, -0.921, 1.790], [2.023, -0.102, 2.377], [-1.436, 0.751, 4.664], [-0.721, -0.008, 3.591], [-0.469, -1.468, 3.801], [-0.350, 0.564, 2.565], [-0.992, 0.544, 5.642], [-2.473, 0.399, 4.707], [-1.424, 1.819, 4.463], [-1.386, -1.968, 4.123], [0.254, -1.587, 4.615], [-0.085, -1.940, 2.898], [-0.378, 1.986, -0.016], [-1.792, 2.551, 0.198], [-2.016, 3.767, -1.119], [-1.380, 5.056, -0.616], [-1.881, 5.190, 0.818], [-1.611, 3.833, 1.477], [-3.094, 3.871, -1.261], [-1.570, 3.337, -2.015], [-1.649, 5.909, -1.235], [-0.292, 4.957, -0.630], [-2.953, 5.399, 0.819], [-1.388, 5.995, 1.361], [-2.290, 3.596, 2.295], [-0.579, 3.718, 1.811]], "forces_ev_per_a": [[0.93, 0.21, -0.63], [0.05, -0.02, 0.11], [-0.17, 0.08, -0.22], [-0.12, 0.11, -0.15], [0.12, -0.17, -0.13], [-0.10, 0.00, -0.13], [0.07, -0.01, 0.08], [0.02, -0.05, 0.20], [0.19, -0.02, 0.34], [0.13, 0.12, -0.18], [0.08, 0.49, 0.51], [-0.73, -0.39, 0.08], [0.46, 0.31, 0.08], [0.20, 0.14, 0.15], [0.03, 0.29, 0.32], [-0.01, -0.26, -0.12], [-0.20, 0.03, 0.05], [-0.09, -0.25, -0.24], [-0.01, -0.20, -0.14], [-0.01, 0.10, 0.07], [-1.01, -1.56, -0.06], [0.35, 1.26, 0.01], [-0.29, -0.34, 0.39], [0.28, 0.53, 0.22], [-0.16, -0.07, -0.39], [0.02, 0.10, -0.02], [-0.11, -0.40, -0.92], [-0.15, -0.47, 0.83], [0.14, 0.25, -0.17], [-0.02, 0.05, 0.05], [0.00, 0.00, 0.03], [0.00, 0.01, 0.03], [0.09, -0.02, 0.07], [-0.04, 0.06, 0.07], [-0.08, 0.05, 0.01], [-0.07, -0.01, -0.12], [0.02, 0.18, -0.08], [-0.02, -0.04, -0.04], [0.07, -0.03, -0.08], [0.04, -0.01, -0.02], [0.02, 0.09, 0.06], [0.12, -0.03, -0.03], [0.00, 0.02, -0.03], [0.00, -0.01, 0.04], [0.03, -0.05, 0.03], [0.04, 0.02, 0.06], [-0.04, -0.10, -0.01], [-0.01, -0.04, -0.06], [0.05, 0.06, 0.10], [0.05, -0.01, -0.01], [0.07, 0.04, 0.04], [0.08, -0.01, -0.01], [0.05, -0.12, -0.08], [-0.09, 0.01, 0.09], [-0.34, 0.05, 0.04], [-0.05, 0.00, -0.08], [0.09, 0.00, 0.00], [0.02, -0.05, 0.00], [0.08, 0.02, 0.00], [-0.07, 0.01, -0.06], [0.00, 0.02, -0.01], [-0.24, 0.18, 0.03], [0.21, -0.22, 0.02], [0.09, 0.03, -0.07], [0.00, -0.03, 0.03], [0.07, -0.08, -0.03], [-0.14, 0.10, 0.09], [0.03, -0.01, -0.01], [-0.04, 0.00, 0.00], [-0.04, -0.01, -0.03], [0.00, 0.03, -0.01], [0.02, 0.02, 0.02], [0.02, -0.04, 0.03], [0.06, 0.02, 0.00], [0.00, 0.01, -0.01]], "mulliken_charge": [1.7633, -1.1457, 0.0106, 1.3489, -0.9224, -0.8437, -0.7797, -0.6766, 0.0566, 0.1689, 0.3342, -0.1753, 0.7577, -0.3269, -1.0682, -1.0192, -0.6431, 1.0664, -0.3870, -1.0475, -0.3742, -0.1180, 0.0261, -0.9916, -0.5250, -0.7818, 0.8240, -0.4740, -0.2089, 0.2510, 0.3975, 0.4321, 0.4760, 0.4349, 0.4139, 0.4509, 0.3795, 0.3895, 0.4529, 0.4251, 0.4863, 0.2728, 0.4136, 0.4080, 0.6002, 0.5003, 0.4418, 0.5314, 0.3654, 0.2346, -0.2209, -1.3217, 0.7680, -1.0602, -0.5157, 0.4001, 0.3697, 0.2593, 0.4397, 0.3630, 0.0753, -0.7130, 0.2728, -0.7697, -0.5162, -0.6912, -0.5066, 0.4405, 0.3737, 0.4096, 0.2159, 0.3248, 0.3403, 0.4068, 0.2498]}

=====

Record 3
{"formula": "C4H11NO3", "method": "the ωB97M-V functional and the def2-TZVPD basis", "homo_lumo_gap_ha": 0.3833, "lumo_ev": 0.489, "smiles": "CCC(=O)NCO.O", "charge": 0, "species": ["C", "C", "C", "O", "N", "C", "O", "H", "H", "H", "H", "H", "H", "H", "H", "H", "O", "H", "H"], "coordinates": [[-1.993, -1.440, -1.493], [-0.814, -0.563, -1.558], [-0.261, -0.353, -0.131], [-0.528, -0.998, 0.877], [0.781, 0.526, -0.137], [1.214, 1.197, -1.370], [1.891, 2.244, -0.775], [-2.870, -1.206, -0.916], [-2.422, -1.334, -2.570], [-1.778, -2.440, -1.217], [-1.013, 0.501, -1.906], [-0.081, -0.902, -2.269], [1.383, 0.676, 0.635], [2.000, 0.672, -1.851], [0.455, 1.459, -2.058], [1.224, 2.777, -0.195], [-0.141, -0.608, 4.030], [-0.571, -1.441, 4.547], [-0.442, -0.591, 3.004]], "forces_ev_per_a": [[-2.28, 0.26, -3.52], [-0.57, 2.38, 2.10], [2.35, -0.80, 0.04], [-0.87, 0.40, -0.60], [-2.23, -0.91, -2.32], [1.30, -0.03, 3.27], [-0.65, 3.86, 0.82], [0.14, 0.92, 0.79], [0.51, -1.07, 1.53], [0.48, -1.03, -0.17], [-0.57, -1.44, 0.25], [0.56, -0.47, 0.07], [0.36, -0.13, 0.80], [0.51, -0.90, -0.80], [-0.84, 0.39, -0.40], [1.75, -1.36, -1.64], [-2.11, -2.33, -1.20], [1.36, 3.02, -2.53], [0.78, -0.75, 3.53]], "mulliken_charge": [-1.3618, -0.2695, 0.4919, -0.6821, -0.0982, -0.3051, -0.6197, 0.3495, 0.3107, 0.3548, 0.2659, 0.3551, 0.2726, 0.2403, 0.3628, 0.3235, -0.6896, 0.3106, 0.3884]}

=====

Record 4
{"formula": "C3H6NOS2", "method": "the ωB97M-V functional and the def2-TZVPD basis", "homo_lumo_gap_ha": 0.2706, "lumo_ev": 3.698, "charge": -1, "species": ["C", "C", "C", "N", "O", "S", "S", "H", "H", "H", "H", "H", "H"], "coordinates": [[2.346, -0.804, 0.622], [-1.568, -0.257, -1.575], [-0.756, 0.467, -0.739], [-1.225, 0.887, 0.465], [-0.565, 0.904, 1.792], [3.201, -0.925, -0.863], [2.936, -0.147, 2.033], [-2.571, -0.494, -1.227], [-1.412, -0.115, -2.559], [1.252, -1.165, 0.494], [0.226, 0.856, -1.058], [0.258, 0.380, 1.937], [-2.121, 0.413, 0.678]], "forces_ev_per_a": [[-0.43, -0.27, -1.92], [0.31, 1.51, 3.87], [0.40, -0.88, -1.21], [-1.07, -0.59, 2.61], [-0.24, 0.39, -0.83], [-0.70, -0.06, 0.96], [-0.71, -0.19, 0.23], [0.11, -0.28, -0.06], [0.59, -0.24, -3.31], [1.60, 0.50, 0.66], [-0.47, -0.36, 0.24], [-0.19, -0.07, -1.13], [0.80, 0.52, -0.11]], "mulliken_charge": [-0.3409, -0.8915, 0.0463, -0.2608, -0.4122, -0.4309, -0.4288, 0.2449, 0.2952, 0.2586, 0.4110, 0.2813, 0.2278]}

=====

Record 5
{"formula": "C3H5LiO4Pr", "method": "the ωB97M-V functional and the def2-TZVPD basis", "homo_lumo_gap_ha": [0.2738, 0.2836], "spin_multiplicity": 4, "lumo_ev": [-8.025, -8.012], "charge": 2, "s_squared": 3.752, "species": ["Pr", "O", "C", "H", "H", "C", "O", "C", "O", "O", "Li", "H", "H", "H"], "coordinates": [[0.517, -3.606, -1.778], [1.940, -1.541, -1.319], [1.892, -0.317, -0.784], [1.720, 0.478, -1.538], [2.674, -0.016, -0.061], [0.369, -0.247, 0.170], [-0.406, 0.527, 1.119], [-1.727, 0.438, 1.038], [-2.286, -0.530, 0.581], [-2.121, 1.714, 0.977], [0.116, 2.587, 0.815], [0.580, -1.071, 0.874], [-0.241, -0.212, -0.750], [-3.029, 1.796, 0.657]], "forces_ev_per_a": [[1.41, 1.99, 0.51], [-2.03, -1.43, 0.45], [-0.35, 2.17, 0.90], [0.38, -0.31, 0.27], [0.00, -0.55, -0.58], [0.74, -2.29, -0.66], [2.41, 2.73, 1.32], [-0.10, -1.19, -4.30], [-0.26, 0.93, 1.70], [-0.79, 0.80, 0.80], [-0.46, -0.44, 0.32], [-0.33, -0.94, -1.65], [-0.25, -1.39, 0.65], [-0.37, -0.11, 0.27]], "mulliken_spin": [3.0085, -0.0059, 0.0006, -0.0003, -0.0005, -0.0008, 0.0002, -0.0002, 0.0000, 0.0000, 0.0000, -0.0011, -0.0003, 0.0000]}

=====

Record 6
{"formula": "C3H14O3S", "method": "the ωB97M-V functional and the def2-TZVPD basis", "homo_lumo_gap_ha": 0.3487, "lumo_ev": 0.410, "smiles": "CCCS.O.O.O", "charge": 0, "species": ["C", "C", "C", "S", "H", "H", "H", "H", "H", "H", "H", "H", "O", "H", "H", "O", "H", "H", "O", "H", "H"], "coordinates": [[2.057, -0.656, 0.785], [1.951, 0.846, 0.444], [0.503, 1.289, 0.270], [-0.334, 1.648, 1.849], [3.040, -0.863, 1.221], [1.988, -1.300, -0.089], [1.348, -0.978, 1.551], [2.483, 1.357, 1.237], [2.560, 0.977, -0.454], [-0.025, 0.471, -0.218], [0.421, 2.182, -0.343], [-0.107, 0.459, 2.410], [-2.643, -0.559, -0.778], [-2.398, -0.672, -1.710], [-2.341, 0.339, -0.587], [-0.191, -2.557, -0.930], [-0.866, -1.923, -0.651], [0.380, -2.786, -0.188], [-0.659, -0.647, -2.806], [-0.722, -0.053, -3.565], [-0.305, -1.459, -3.208]], "forces_ev_per_a": [[0.60, 0.03, 0.35], [0.43, -1.13, 0.09], [0.38, -0.37, 0.14], [-0.03, 0.26, -0.19], [-0.02, 0.07, -0.07], [-0.31, 0.11, -0.09], [-0.18, 0.05, -0.15], [-0.23, 0.57, 0.16], [-0.30, 0.29, -0.17], [-0.13, 0.15, -0.22], [-0.09, 0.13, 0.05], [-0.02, -0.14, 0.05], [0.14, 0.10, -0.16], [0.07, -0.05, 0.17], [-0.10, -0.12, 0.16], [0.21, -0.38, -0.27], [0.07, -0.01, 0.32], [-0.44, 0.25, -0.01], [0.10, 0.01, -0.94], [-0.05, 0.08, 0.17], [-0.09, 0.11, 0.58]], "mulliken_charge": [-1.0248, -0.4323, -0.2120, -0.1648, 0.3628, 0.1967, 0.3042, 0.3364, 0.2943, -0.0953, 0.3414, 0.1014, -0.6497, 0.3595, 0.3038, -0.6390, 0.3592, 0.2768, -0.5940, 0.2658, 0.3096]}

=====

What did we get for calculated total energy? Answer: -2188.2407; -2200.3970; -439.4361; -1044.2148; -942.1448; -746.5944 Eh, in the order shown.
What did we get for energy above the lowest of the compared OMol25 structures with the same formula, charge and spin? Answer: 11.3; 9.7; 56.4; 26.6; 22.0; 8.5 kcal per mole, in the order shown.